# 1
This record from the OMol25 dataset describes a cluster of 2 separate species, C5H15NO in total in a non-equilibrium geometry. The level of theory is the ωB97M-V functional and the def2-TZVPD basis.

As for the molecular weight: 105.2 g/mol. The spin multiplicity is 2. Its gap between HOMO and LUMO (spin up / spin down) is 0.0775 / 0.3261 Eh. As for the expectation value of S²: 0.750. The value obtained for the LUMO energy (spin up / spin down) is 3.334 / 3.245 eV. The net charge is -1. The calculation puts the energy above the lowest of the compared OMol25 structures with the same formula, charge and spin at 2.0784 eV.

The geometry in XYZ format:
```
22
Properties=species:S:1:pos:R:3:forces:R:3
C -0.0492 -0.6452 -0.3514 0.07 0.61 -0.82
C -0.4383 0.7408 0.1897 -0.27 1.92 -0.79
C -1.8165 1.4042 -0.2859 1.51 -2.16 0.22
C 0.7121 1.7117 -0.3340 -1.24 0.73 3.33
C 1.2494 1.4755 -1.7158 0.24 2.08 -2.70
N -0.9134 -1.7554 -0.1115 2.09 -0.56 2.11
H -0.0855 -0.5499 -1.4621 0.26 -0.04 0.80
H 1.0547 -0.7916 -0.1017 -1.41 -0.33 -0.07
H -0.3919 0.8762 1.2983 -0.13 -0.75 -0.77
H -1.6608 1.9765 -1.1567 0.37 1.05 -0.97
H -2.6094 0.7517 -0.5717 -0.48 -1.18 -0.02
H -2.2242 1.9726 0.4957 -0.34 1.19 1.06
H 1.5074 1.4762 0.5458 -1.19 1.26 -2.36
H 0.2478 2.8110 -0.2844 1.40 -2.23 0.41
H 0.6749 0.7965 -2.4779 1.16 1.31 1.71
H 1.3809 2.5393 -2.2579 -0.45 -2.27 0.97
H 2.2799 1.1907 -1.5605 0.26 -0.75 -0.64
H -1.6836 -1.8284 -0.6773 -1.98 0.03 -1.50
H -1.1224 -1.9847 0.8485 0.13 0.02 0.03
H 1.7499 -4.3381 3.9021 0.18 -0.13 0.17
H 1.0232 -4.1102 2.5566 0.12 0.93 1.84
O 1.1151 -3.7192 3.5122 -0.32 -0.73 -2.00
```
Forces are in eV/Å.

---

# 2
This record from the OMol25 dataset describes a cluster of 5 separate species, C15H30O5 in total in a non-equilibrium geometry. The level of theory is the ωB97M-V functional and the def2-TZVPD basis.

As for the molecular weight: 290.4 g/mol. The spin multiplicity is 1. Its gap between HOMO and LUMO is 0.3473 Eh. The value obtained for the LUMO energy is 0.309 eV. The calculation puts the energy above the lowest of the compared OMol25 structures with the same formula, charge and spin at 8.8657 eV.

The geometry in XYZ format:
```
50
Properties=species:S:1:pos:R:3:forces:R:3
C -1.3031 -1.3127 0.9272 0.82 -1.03 2.53
C -0.2938 -1.2273 2.0688 0.61 -1.42 -0.41
O 0.9003 -1.0815 1.8321 -2.31 -0.90 0.23
C -0.7393 -1.6377 3.4819 -0.14 0.20 -1.03
H -2.2573 -0.8677 1.2093 0.40 -0.81 0.93
H -1.3439 -2.3877 0.7515 -0.74 -0.23 0.21
H -1.0285 -0.9049 -0.0457 0.32 -1.45 1.47
H -0.5063 -2.6975 3.5847 0.05 -0.11 -0.08
H -1.8244 -1.5499 3.5368 0.10 0.19 0.47
H -0.1757 -1.1149 4.2545 -0.26 0.16 -0.05
C -0.1548 0.9892 0.5889 1.11 0.88 -0.02
C 0.3609 0.3974 -0.7401 0.45 0.26 -1.06
O -0.2350 -0.5443 -1.2892 5.19 0.66 2.27
C 1.5896 0.9526 -1.3993 -0.24 -0.53 -0.11
H -1.1366 0.5817 0.8298 1.11 1.07 1.10
H -0.1946 2.0745 0.6817 0.13 0.13 -0.76
H 0.5799 0.6665 1.3266 -0.78 0.32 -1.01
H 1.6828 2.0280 -1.5505 -0.21 -0.02 0.70
H 1.7344 0.4932 -2.3771 0.14 0.37 2.17
H 2.4185 0.5568 -0.8126 -0.20 0.56 -0.45
C 0.5748 1.9098 -3.9480 0.47 -0.30 0.29
C 1.3043 0.5853 -3.8990 0.19 0.07 -2.68
O 2.5123 0.5691 -4.1143 -0.91 -0.33 -0.51
C 0.4985 -0.6703 -3.6460 0.21 0.40 -0.60
H 0.4173 2.1840 -4.9911 -0.10 0.01 0.03
H 1.2904 2.5872 -3.4822 -0.45 0.46 -0.26
H -0.3675 1.8410 -3.4043 -0.01 0.30 -0.08
H 0.6310 -1.3778 -4.4646 0.24 -0.17 0.35
H -0.5560 -0.4864 -3.4405 0.07 0.16 -0.92
H 0.7975 -0.9185 -2.6276 0.46 -1.45 -1.27
C -4.2399 -0.2430 0.5241 0.75 -0.13 0.00
C -3.1752 -0.7692 -0.4421 -0.79 -2.31 -1.94
O -3.1370 -2.0075 -0.6320 -0.36 3.21 -0.47
C -2.2254 0.2566 -1.1625 -3.77 -0.05 -0.14
H -4.4184 -0.9304 1.3510 0.00 -0.39 -0.32
H -5.1486 -0.1832 -0.0749 -0.09 0.52 0.21
H -3.9082 0.6747 1.0096 -0.42 0.47 -0.43
H -2.7422 1.1510 -1.5103 -0.59 0.01 0.08
H -1.6423 -0.1918 -1.9669 -2.02 0.40 -0.07
H -1.5225 0.5709 -0.3910 -2.30 0.48 -1.64
C 3.1482 -1.0430 2.6245 0.78 0.33 0.40
C 2.7490 0.2112 1.8661 1.44 -0.48 -2.11
O 3.0241 0.3064 0.6534 0.30 -0.12 3.80
C 2.1641 1.4077 2.5960 0.39 0.18 0.40
H 4.0420 -0.8087 3.2027 -0.01 0.22 0.44
H 3.4884 -1.8508 1.9765 -0.43 0.23 -0.37
H 2.3192 -1.3948 3.2385 0.72 0.16 0.26
H 2.4088 1.4003 3.6582 0.13 -0.04 -0.02
H 1.0810 1.5000 2.5152 0.39 -0.14 0.38
H 2.5592 2.3063 2.1223 0.11 -0.01 0.07
```
Forces are in eV/Å.